1.
The following is a DFT calculation (ωB97M-V with the def2-TZVPD basis set) of a molecular structure, C3H5HgLiMgO4.

Element x y z (Å)
O (0.078, -1.844, 0.142)
H (0.253, -1.935, -1.933)
H (1.930, -0.304, -1.361)
C (-0.228, 1.572, 0.285)
H (-0.887, 1.693, -0.595)
H (0.573, 0.645, -2.062)
O (-0.088, 2.444, 1.148)
Mg (0.942, -0.772, 1.516)
Hg (-1.817, -1.543, 1.407)
C (-0.021, -1.246, -1.113)
O (0.855, 0.742, 0.004)
H (-1.068, -0.934, -1.312)
Li (-0.705, 1.496, 3.079)
O (-0.698, -0.002, 2.032)
C (0.880, -0.013, -1.237)

Atomic forces in eV per Å
1.79 -0.22 -0.25
-0.08 0.15 0.25
-0.23 0.21 0.03
2.44 2.93 0.27
-0.43 -0.58 0.65
0.19 -0.19 0.15
-0.86 -2.35 -1.21
-0.86 0.07 -0.96
-2.89 -1.89 -0.06
-0.26 0.10 -0.60
-0.30 0.32 0.78
0.29 -0.09 0.05
-0.19 -0.10 -0.72
1.70 1.92 2.11
-0.30 -0.29 -0.48

Its net charge is +1. The spin multiplicity is 2. The expectation value of S² is 0.7547. As for the highest occupied orbital energy (alpha / beta): -10.95 / -12.83 eV. The value obtained for the frontier orbital gap (alpha / beta) is 6.12 / 7.67 eV.

Atom charges from the natural (NBO) analysis, given in e for atoms 1 to 8: O -1.0920; H 0.1973; H 0.2112; C 0.7066; H 0.1681; H 0.2138; O -0.6307; Mg 1.8147

2.
The following is a DFT calculation (ωB97M-V with the def2-TZVPD basis set) of 6 unconnected molecules or ions with the total composition C26H51NO16S5.

Element x y z (Å)
H (-3.946, -3.367, 4.096)
H (5.136, 0.042, 1.711)
O (-3.758, 4.774, -0.679)
S (-4.350, -0.040, 5.405)
C (7.705, -3.989, 1.855)
H (-5.214, 4.111, 2.010)
C (-5.051, 2.730, 0.360)
C (-2.616, -0.432, 5.207)
C (-0.404, -3.352, -6.639)
C (-0.973, 2.362, 0.484)
O (1.145, -1.201, -6.551)
H (-1.996, 0.622, -4.592)
H (-1.970, -0.034, -2.999)
C (-3.748, -2.296, 4.117)
C (3.872, 2.065, 3.157)
H (0.499, -4.596, -3.567)
H (-0.011, 1.676, -4.396)
H (8.359, -5.191, 0.163)
N (0.040, 4.456, 0.188)
O (-4.672, 1.115, 4.605)
H (-6.220, 2.673, 2.192)
S (-4.934, 3.976, -0.922)
H (0.492, -1.930, -3.487)
H (-6.053, 5.905, -0.125)
H (-7.073, 4.975, -1.251)
C (-0.359, 1.407, -3.402)
C (-6.383, 4.909, -0.413)
C (5.046, 2.158, 2.173)
H (-3.833, 1.600, -3.384)
C (0.649, 0.508, -1.509)
H (-7.502, 4.828, 1.453)
H (0.093, -3.407, -7.605)
H (6.640, -4.007, -1.412)
C (-6.989, 4.149, 0.774)
C (-0.897, 0.096, 0.217)
C (5.974, -2.755, 0.236)
H (-7.727, 3.429, 0.411)
H (5.449, 1.089, 0.298)
C (4.882, 0.980, 1.221)
S (6.632, -2.549, 1.887)
H (-1.029, -3.797, -3.943)
C (0.005, -3.927, -4.271)
H (-1.484, -3.338, -6.779)
H (4.040, 1.232, 3.843)
H (7.451, -4.637, 2.690)
H (6.670, -5.411, 0.599)
C (7.465, -4.669, 0.502)
O (-0.252, 3.393, 1.097)
H (5.035, -3.300, 0.322)
S (0.065, -1.819, -5.826)
H (-5.548, -2.082, 5.336)
H (3.775, 2.969, 3.756)
O (-5.185, 3.362, -2.199)
H (-5.592, 1.879, -0.055)
H (1.780, -2.688, -4.463)
H (6.007, 2.126, 2.684)
C (7.032, -3.581, -0.489)
H (2.127, 2.740, 2.024)
C (-1.785, 0.868, -3.575)
C (0.031, -4.484, -5.700)
O (-4.679, -0.102, 6.806)
O (-1.734, -0.508, 0.725)
O (0.577, 0.466, -2.896)
O (2.894, 1.799, -0.285)
H (-0.388, 2.343, -2.833)
O (-0.326, 1.164, 0.870)
O (2.662, -0.419, 0.895)
H (1.046, -4.800, -5.950)
C (0.704, -2.572, -4.338)
H (0.671, 1.552, -1.230)
H (1.546, -0.006, -1.225)
H (7.887, -2.952, -0.744)
H (5.802, -1.780, -0.214)
C (-2.834, 1.894, -3.103)
H (-3.498, -1.988, 3.099)
O (-0.503, -0.216, -1.001)
C (-2.585, -1.950, 5.054)
H (-5.625, -1.224, 3.778)
H (1.886, 1.190, 2.867)
O (1.143, 4.776, 0.295)
O (5.577, -2.755, 2.845)
H (-4.055, 2.426, 0.668)
H (-0.618, -5.353, -5.808)
H (-2.586, 2.840, -3.584)
S (3.135, 0.947, 0.855)
C (-4.978, -1.518, 4.601)
O (7.453, -1.362, 1.908)
H (-2.771, 2.079, -2.031)
H (-2.015, 2.355, 0.794)
H (-2.738, -2.428, 6.025)
H (4.989, 3.098, 1.618)
H (-0.977, 2.499, -0.598)
O (-1.134, -1.090, -5.491)
H (-2.060, -0.072, 6.069)
H (-1.630, -2.291, 4.657)
H (8.732, -3.641, 1.955)
C (-5.848, 3.401, 1.473)
C (2.602, 1.810, 2.334)
H (-2.267, 0.062, 4.300)

Atomic forces in eV per Å
-0.02 0.01 0.00
-0.03 -0.01 0.02
0.12 -0.05 -0.17
0.21 -0.11 -0.21
0.20 -0.35 -0.14
0.02 -0.04 0.01
-0.13 -0.06 0.29
0.30 -0.20 -0.04
-0.04 -0.42 -0.08
-0.38 0.54 -0.16
-0.15 0.21 -0.06
0.08 -0.04 -0.50
0.42 -0.26 0.00
0.06 0.03 -0.10
0.07 -0.07 -0.01
-0.01 0.01 0.01
0.29 0.05 -0.08
0.00 0.00 0.02
0.05 -0.21 -0.89
-0.14 0.12 0.17
0.06 0.01 0.02
-0.35 -0.25 0.22
0.00 0.18 -0.13
0.11 -0.03 -0.05
0.15 0.03 -0.11
-0.72 -0.29 -1.17
-0.34 0.14 0.22
-0.10 0.10 0.05
-0.27 0.02 0.07
0.04 -0.33 -1.88
0.00 0.00 -0.02
-0.03 0.16 -0.02
0.00 0.02 0.00
0.03 -0.06 0.00
1.68 1.23 -1.02
0.05 -0.11 -0.35
0.02 0.00 -0.01
-0.12 -0.07 -0.07
0.30 0.07 0.08
-0.14 -0.30 -0.24
0.02 0.02 0.04
-0.05 0.00 -0.12
0.01 0.12 0.04
0.02 -0.01 -0.03
-0.02 0.14 0.09
-0.01 0.02 0.01
-0.06 0.01 -0.05
0.14 -0.43 0.65
-0.02 0.06 0.07
0.20 -0.17 0.17
0.01 0.12 0.09
-0.03 0.00 -0.01
0.06 0.28 -0.08
0.05 0.01 -0.07
0.00 0.06 -0.06
0.00 -0.03 -0.03
0.09 0.00 0.07
-0.02 -0.10 -0.12
-0.96 0.58 1.24
0.03 -0.01 0.06
-0.10 0.16 0.00
-3.52 -2.55 2.39
0.01 0.19 0.55
-0.02 -0.08 -0.16
0.28 -0.16 0.36
0.53 0.37 -0.69
-0.11 0.06 -0.41
0.00 0.02 0.01
-0.03 -0.30 0.32
-0.08 -0.03 0.63
0.17 -0.24 0.31
-0.03 0.02 -0.02
-0.04 0.05 0.14
1.20 -0.02 -0.50
0.03 0.01 0.02
1.19 1.08 -0.05
-0.11 -0.03 0.03
-0.05 0.11 0.09
-0.09 -0.03 -0.17
0.15 0.47 0.37
0.09 0.29 0.17
0.02 0.00 -0.11
0.01 0.01 -0.02
-0.38 0.26 -0.02
0.28 0.12 0.70
-0.01 -0.38 -0.21
-0.11 0.09 0.17
-0.13 -0.12 0.15
-0.06 -0.09 0.46
0.03 0.04 0.01
0.02 -0.02 -0.02
0.14 0.00 -0.15
0.25 -0.23 -0.42
-0.13 0.11 0.03
-0.01 0.02 -0.01
-0.05 0.11 0.03
-0.04 0.09 -0.01
0.05 0.20 0.40
-0.05 0.02 0.00

The structure (SMILES) is CCCOCOC(=O)OCON=O.O=S1(=O)CCCC1.O=S1(=O)CCCC1.O=S1(=O)CCCC1.O=S1(=O)CCCC1.O=S1(=O)CCCC1. As for the highest occupied orbital energy: -9.97 eV. The value obtained for the frontier orbital gap is 9.90 eV.

Atom charges from the Mulliken analysis, given in e for atoms 1 to 8: H 0.3513; H -0.0786; O -0.6692; S 1.0840; C -0.6750; H 0.3244; C -0.0482; C -0.3682

3.
The following is a DFT calculation (ωB97M-V with the def2-TZVPD basis set) of a molecular structure, C5H10O.

Element x y z (Å)
H (-1.337, -1.230, -1.219)
H (-1.918, -0.605, 0.791)
H (-0.093, 1.769, 0.829)
C (-1.498, 0.159, 0.131)
C (1.433, -1.215, -0.088)
H (1.949, 0.867, 0.080)
H (0.009, 0.293, 1.733)
H (0.594, -1.859, -0.375)
O (-1.463, -0.273, -1.208)
H (-1.641, 2.060, -0.552)
C (-0.090, 0.662, 0.710)
C (-1.831, 1.528, 0.402)
C (1.075, 0.266, -0.196)
H (2.274, -1.461, -0.743)
H (0.822, 0.518, -1.230)
H (1.716, -1.480, 0.937)

Atomic forces in eV per Å
-0.03 0.16 -0.06
0.05 0.09 -0.10
-0.01 -0.03 -0.05
-0.15 0.11 0.31
-0.02 -0.07 0.01
-0.13 -0.07 -0.03
-0.03 0.05 -0.16
0.13 0.08 0.05
0.00 -0.20 -0.07
0.02 -0.01 0.13
0.17 -0.04 0.14
0.04 -0.18 -0.19
0.06 0.06 -0.08
-0.12 0.03 0.10
0.06 -0.02 0.14
-0.04 0.05 -0.14

For the relative energy (zero: lowest compared OMol25 entry of this formula, charge and spin), the calculation gives 392.61 kJ/mol. As for the highest occupied orbital energy: -8.62 eV. The value obtained for the frontier orbital gap is 9.44 eV.

Atom charges from the natural (NBO) analysis, given in e for atoms 1 to 8: H 0.4694; H 0.1820; H 0.2832; C -0.0230; C -0.6012; H 0.2079; H 0.2298; H 0.1880

4.
The following is a DFT calculation (ωB97M-V with the def2-TZVPD basis set) of 12 unconnected molecules or ions with the total composition C12H48N12O12.

Element x y z (Å)
O (2.553, 4.125, 1.042)
H (-1.464, 3.545, -0.239)
O (3.352, -0.137, -0.406)
H (1.189, -1.431, 1.072)
H (1.169, 0.029, -5.159)
H (-1.838, -1.660, 1.233)
H (2.677, 2.658, 3.784)
H (2.916, -0.792, 0.113)
C (2.457, 1.741, 3.235)
C (-1.723, -3.884, -1.223)
O (-0.267, -0.019, -3.186)
C (0.067, -1.103, -3.970)
H (-0.258, 0.549, 1.674)
H (1.923, 3.528, 1.393)
H (-1.597, -1.914, -1.138)
H (-0.844, -2.535, -2.783)
H (-0.013, 3.591, 3.502)
N (-0.441, -2.314, -3.818)
H (3.013, 1.713, 2.370)
C (-1.794, -2.561, 1.876)
H (2.349, 3.432, -0.893)
H (-0.837, 0.753, -0.435)
H (-0.702, -2.876, 1.801)
H (-1.769, -2.240, 2.930)
N (-0.004, 3.960, 2.538)
O (1.483, -3.414, -0.761)
H (-0.521, 3.006, -4.122)
O (-1.055, -5.117, -1.146)
C (2.943, 3.406, -0.063)
N (-4.553, -1.483, -1.251)
O (-1.952, 4.710, -2.946)
H (-2.265, 1.795, -1.371)
C (-0.263, -0.282, 4.573)
H (0.486, 4.856, 2.351)
N (-1.096, -2.751, -1.142)
H (4.100, -3.552, 1.253)
C (4.557, 0.202, 0.284)
H (4.004, 3.592, -0.392)
H (-5.173, -0.769, -3.414)
H (4.014, -4.010, -0.432)
H (3.434, 1.052, 4.681)
O (2.838, 0.637, 4.011)
H (0.765, 1.511, -0.392)
H (-3.531, -2.859, -1.410)
H (-3.579, -4.600, -1.590)
H (-4.284, -1.411, -0.249)
H (1.357, 1.731, 3.126)
C (2.332, -3.012, 0.193)
H (-1.277, -0.174, 4.221)
O (0.245, 0.047, 1.053)
H (2.849, 2.413, 0.328)
H (0.572, -0.134, -0.948)
N (0.637, -0.880, -5.088)
H (-3.717, 0.290, -3.732)
H (-0.119, -3.129, -4.466)
O (-2.800, 0.053, -1.397)
H (-0.117, 4.641, 0.001)
N (-3.047, -3.746, -1.286)
H (4.956, 1.039, -0.288)
H (0.674, -1.090, 6.132)
N (-4.273, -0.374, -3.132)
H (-0.923, 1.634, -3.126)
C (-3.832, -0.597, -1.935)
H (0.914, -1.601, -5.702)
H (-5.477, -1.845, -1.640)
N (-0.783, 3.945, 0.445)
H (-0.048, -2.818, -1.031)
H (2.514, -1.924, 1.926)
C (-0.840, 3.454, 1.676)
H (0.272, 0.687, 4.570)
C (0.221, 0.563, -0.194)
H (0.336, -0.876, 3.935)
C (-1.788, 3.384, -2.640)
H (-2.949, 3.469, -1.033)
O (-1.750, 2.493, 2.127)
H (4.285, 0.447, 1.307)
N (-1.128, 2.574, -3.393)
H (5.094, -0.739, 0.410)
N (3.516, -3.588, 0.379)
H (-2.977, -3.492, 0.554)
O (-2.872, -3.454, 1.578)
O (-0.201, -0.851, 5.848)
N (-2.313, 2.816, -1.603)
N (2.030, -2.024, 1.059)

Atomic forces in eV per Å
0.06 2.49 0.37
1.20 0.41 0.89
0.76 1.36 -1.06
-0.14 -0.62 -0.43
-1.09 -1.64 0.01
-0.11 -0.21 0.47
0.07 0.25 -0.20
-0.68 -0.70 0.53
-1.84 0.65 1.99
3.46 -7.75 0.77
1.82 -5.09 -2.54
-4.26 4.26 4.71
-0.88 0.84 0.52
-1.20 -0.24 1.29
-0.61 1.87 0.23
1.29 0.30 -2.99
-0.22 0.55 -1.08
-0.67 -3.21 1.85
0.74 0.27 -2.37
1.21 0.87 0.08
-1.93 0.70 -2.29
0.43 0.04 -0.31
-1.34 -0.74 -0.62
-0.96 -0.14 -0.27
2.46 1.52 2.88
4.14 2.15 3.49
-1.01 -0.66 1.01
-3.98 6.44 -0.83
3.32 -1.61 0.73
-1.35 -0.78 1.82
0.75 -5.60 1.73
-0.36 1.20 -0.55
1.52 1.05 0.44
-0.54 -1.17 0.26
3.30 0.26 -0.11
-1.31 0.40 -1.48
-1.72 -0.92 -0.02
-0.97 0.05 0.59
0.86 0.54 -0.26
-1.16 0.30 1.10
-0.65 -1.21 -0.64
1.23 0.05 1.80
0.03 -0.40 0.59
0.50 -0.42 -0.18
0.95 1.28 0.69
-1.19 -0.52 -0.74
0.58 -0.13 -0.57
-4.56 -1.40 -3.15
-0.26 -0.07 0.15
1.55 -1.67 2.09
0.70 -1.35 -0.84
0.18 -0.29 0.19
3.76 3.71 -3.33
-1.18 -1.17 0.85
-0.78 2.17 1.99
-3.92 -3.40 -1.81
-1.01 -1.31 1.53
-2.67 -2.85 -0.96
0.72 -0.38 0.43
0.56 0.09 -0.34
0.22 1.58 -3.57
0.31 -0.87 0.00
3.95 3.69 2.59
0.31 -0.70 -0.48
1.87 0.80 1.40
-0.50 0.37 -2.47
-0.58 0.16 0.42
0.65 -0.15 0.30
-4.89 -4.08 1.23
-0.65 -0.02 0.00
-1.50 1.72 -2.90
0.28 -0.81 -1.35
-0.91 7.53 -2.53
0.98 -1.81 -1.43
4.38 3.92 -2.70
0.26 0.76 0.28
2.78 0.02 -3.59
1.10 0.38 -0.51
3.25 -1.51 -0.04
0.33 -0.22 2.69
0.66 0.41 -1.78
-1.53 -0.22 1.09
-3.50 0.21 4.65
-0.86 0.43 0.58

The structure (SMILES) is NC(N)=O.NC(N)=O.NC(N)=O.NC(N)=O.NC(N)=O.NC(N)=O.CO.CO.CO.CO.CO.CO. For the relative energy (zero: lowest compared OMol25 entry of this formula, charge and spin), the calculation gives 751.49 kJ/mol. As for the highest occupied orbital energy: -8.79 eV. The value obtained for the frontier orbital gap is 8.68 eV.

Atom charges from the Mulliken analysis, given in e for atoms 1 to 8: O -0.5143; H 0.0614; O -0.4081; H -0.2568; H 0.2878; H -0.1486; H 0.5206; H 0.3056

Energy (eV)
-21200.4850, -116209.9523, -7390.6962, -55670.5517
Molecular weight (g/mol)
336.905, 794.020, 86.134, 552.588